i:
This record from the Open Molecules 2025 dataset describes an isolated molecule of C11H12N2S. The level of theory is ωB97M-V with the def2-TZVPD basis set.

Last column: Löwdin charge in e.
Positions of all 26 atoms, in Å:
C1 -0.4724 1.5373 -1.8381  -0.048
C2 -0.4581 1.7359 -0.3606  -0.369
C3 -0.2126 2.9906 0.1847  -0.181
C4 -0.3152 3.0685 1.5534  -0.379
S1 -0.4373 1.4293 2.2134  0.977
C5 -0.6293 0.7197 0.5615  -0.347
C6 -0.5976 -0.7996 0.2699  -0.384
C7 0.7725 -1.2740 0.2766  -0.242
C8 1.3839 -1.8846 1.3336  -0.115
N1 2.7044 -2.1784 1.0509  0.024
C9 3.0029 -1.6546 -0.1573  -0.159
N2 1.8257 -1.0542 -0.6091  0.083
C10 -1.6291 -1.4165 -0.6057  -0.119
C11 -1.6311 -1.7953 0.8230  -0.066
H1 -1.2138 2.2400 -2.2777  0.095
H2 0.6122 1.6067 -2.2458  0.113
H3 -0.7737 0.5639 -2.1475  0.043
H4 -0.2226 3.9152 -0.3667  0.108
H5 -0.6601 3.8653 2.2577  0.078
H6 0.8739 -2.3158 2.2142  0.122
H7 4.0075 -1.6161 -0.7171  0.136
H8 1.7198 -0.6042 -1.5419  0.156
H9 -2.5079 -0.8083 -0.8357  0.116
H10 -1.4005 -2.0746 -1.4347  0.115
H11 -2.4637 -1.3671 1.4158  0.124
H12 -1.2780 -2.8291 0.9833  0.119

Properties
LUMO energy = 0.678 eV
net charge = 0
2S+1 = 1
highest occupied orbital energy = -8.30 eV
structure (SMILES) = Cc1ccsc1C1(c2cnc[nH]2)CC1

ii:
This record from the Open Molecules 2025 dataset describes an isolated molecule of C11H12N2S. The level of theory is ωB97M-V with the def2-TZVPD basis set.

Last column: Löwdin charge in e.
Positions of all 26 atoms, in Å:
C1 3.0915 -1.9557 -1.0557  -0.220
C2 3.4300 -1.1751 -2.1055  -0.428
S1 2.7556 0.3603 -1.9171  1.054
C3 2.0807 -0.0062 -0.4194  -0.572
C4 1.3137 1.0037 0.3799  -0.247
N1 0.4333 1.8483 -0.4475  -0.075
C5 -0.7462 1.0763 -1.0189  -0.145
C6 -1.6260 0.5003 0.0618  -0.254
C7 -1.5650 -0.8156 0.4521  -0.025
C8 -2.3804 -1.3095 1.5142  -0.138
N2 -3.2927 -0.5592 2.0535  0.034
C9 -3.4692 0.6842 1.6617  -0.138
C10 -2.6457 1.2251 0.6516  -0.030
C11 2.3088 -1.3120 -0.1121  -0.165
H1 3.3560 -3.0474 -1.0475  0.123
H2 4.0445 -1.4168 -2.9568  0.066
H3 0.6994 0.4862 1.1776  0.121
H4 1.9913 1.6774 0.9308  0.122
H5 0.0458 2.6584 0.0697  0.114
H6 -0.2663 0.2069 -1.5334  0.115
H7 -1.2507 1.8249 -1.6508  0.124
H8 -0.8077 -1.5132 0.0580  0.113
H9 -2.3696 -2.3557 1.7927  0.103
H10 -4.1401 1.3329 2.2246  0.105
H11 -2.8498 2.2947 0.4302  0.118
H12 1.8589 -1.7133 0.8064  0.121

Properties
LUMO energy = 0.785 eV
net charge = 0
2S+1 = 1
highest occupied orbital energy = -8.86 eV
structure (SMILES) = c1csc(CNCc2ccncc2)c1

Of them, ii has the highest stability.

i:
This record from the Open Molecules 2025 dataset describes a structure of composition CH2P2S3. The level of theory is ωB97M-V with the def2-TZVPD basis set.

Last column: Löwdin charge in e.
Positions of all 8 atoms, in Å:
C1 0.8852 -0.6768 -0.0385  -1.005
P1 1.1871 -1.2254 1.6901  0.320
P2 2.2564 -0.0604 -0.7187  0.548
S1 3.0622 -0.0760 1.2578  0.073
S2 -0.0009 0.2323 2.7277  0.004
S3 -0.3544 1.9055 1.5206  0.191
H1 -0.1293 -0.9160 -0.4824  0.031
H2 0.1194 1.5081 0.2104  -0.161

Properties
LUMO energy = -0.854 eV
net charge = 0
2S+1 = 1
highest occupied orbital energy = -8.60 eV

ii:
This record from the Open Molecules 2025 dataset describes an isolated molecule of CH2P2S3. The level of theory is ωB97M-V with the def2-TZVPD basis set.

Last column: Löwdin charge in e.
Positions of all 8 atoms, in Å:
C1 0.7083 0.0265 -0.8315  -0.714
P1 -1.0428 -0.9739 -0.5572  0.323
P2 1.6532 -0.4880 0.7415  0.445
S1 0.1702 -1.8501 1.0369  0.055
S2 -2.1521 0.4781 0.6131  -0.051
S3 -0.9916 1.8391 1.3931  0.053
H1 1.2516 -0.0111 -1.7485  0.007
H2 0.4031 0.9794 -0.6475  -0.117

Properties
LUMO energy (alpha / beta) = -0.997 / -2.187 eV
net charge = 0
2S+1 = 1
highest occupied orbital energy (alpha / beta) = -8.79 / -7.50 eV

Of them, i has the highest stability.

i:
This record from the Open Molecules 2025 dataset describes an isolated molecule of C23H26N2O8S. The level of theory is ωB97M-V with the def2-TZVPD basis set.

Last column: Löwdin charge in e.
Positions of all 60 atoms, in Å:
C1 0.1094 0.5096 3.4188  -0.040
C2 0.0994 -0.9015 2.8487  -0.180
O1 -1.2015 -1.2580 2.3649  0.007
C3 -1.5835 -0.7810 1.1879  -0.399
O2 -0.8588 -0.0879 0.4886  0.074
C4 -2.9566 -1.1839 0.8227  -0.049
C5 -3.6032 -2.1581 1.5873  -0.013
C6 -4.8880 -2.5601 1.2922  -0.077
C7 -5.5552 -1.9831 0.2207  -0.060
C8 -4.9409 -1.0180 -0.5508  0.004
C9 -3.6376 -0.6055 -0.2708  -0.134
N1 -3.0025 0.3690 -1.0283  0.165
C10 -3.5034 1.1305 -2.0309  -0.418
O3 -4.6082 1.0490 -2.5173  0.081
C11 -2.5112 2.1797 -2.5523  -0.051
O4 -1.2482 2.1263 -1.9166  -0.011
C12 -0.9746 3.0692 -0.9899  -0.428
O5 -1.7038 3.9991 -0.7548  0.130
C13 0.2915 2.7869 -0.2811  -0.113
C14 0.6634 3.5990 0.7881  0.012
C15 1.7799 3.2882 1.5387  -0.020
C16 2.5371 2.1512 1.2626  -0.243
C17 3.7072 1.7706 2.1025  -0.037
C18 2.1637 1.3651 0.1743  -0.185
S1 3.0669 -0.1606 -0.1413  0.718
O6 4.4483 0.1588 -0.3552  -0.266
O7 2.7301 -1.0487 0.9397  -0.275
N2 2.3881 -0.6777 -1.5893  -0.238
C19 1.3578 -1.6820 -1.4358  -0.162
C20 1.9921 -3.0535 -1.1269  -0.182
O8 3.3494 -3.0831 -1.5097  -0.128
C21 3.5619 -2.4833 -2.7636  -0.175
C22 3.3070 -0.9639 -2.6725  -0.153
C23 1.0693 1.6756 -0.5988  0.001
H1 -0.6413 0.6076 4.2002  0.083
H2 1.0894 0.7189 3.8359  0.080
H3 -0.0971 1.2340 2.6344  0.066
H4 0.3077 -1.6382 3.6267  0.130
H5 0.8381 -0.9940 2.0461  0.090
H6 -3.0720 -2.5959 2.4172  0.118
H7 -5.3699 -3.3166 1.8918  0.103
H8 -6.5629 -2.2888 -0.0170  0.108
H9 -5.4612 -0.5685 -1.3799  0.101
H10 -2.0301 0.5314 -0.7532  0.112
H11 -2.3588 2.0119 -3.6218  0.145
H12 -2.9631 3.1690 -2.4076  0.138
H13 0.0534 4.4583 1.0235  0.125
H14 2.0594 3.9186 2.3698  0.117
H15 4.6181 1.8148 1.5073  0.087
H16 3.8047 2.4276 2.9631  0.086
H17 3.6017 0.7388 2.4336  0.078
H18 0.7011 -1.3645 -0.6280  0.096
H19 0.7840 -1.7124 -2.3678  0.135
H20 1.4373 -3.8522 -1.6457  0.126
H21 1.9947 -3.2456 -0.0535  0.118
H22 2.9017 -2.9424 -3.5160  0.124
H23 4.5994 -2.6905 -3.0274  0.129
H24 4.2281 -0.4294 -2.4428  0.107
H25 2.8847 -0.5791 -3.6077  0.127
H26 0.8074 1.0495 -1.4331  0.115

Properties
LUMO energy = 0.098 eV
net charge = 0
2S+1 = 1
highest occupied orbital energy = -8.89 eV
structure (SMILES) = CCOC(=O)c1ccccc1NC(=O)COC(=O)c1ccc(C)c(S(=O)(=O)N2CCOCC2)c1

ii:
This record from the Open Molecules 2025 dataset describes an isolated molecule of C23H26N2O8S. The level of theory is ωB97M-V with the def2-TZVPD basis set.

Last column: Löwdin charge in e.
Positions of all 60 atoms, in Å:
C1 1.8672 -3.5191 2.2097  -0.041
C2 2.4557 -2.3311 1.5115  -0.292
C3 3.0800 -2.4586 0.2782  -0.057
C4 3.5710 -1.3479 -0.3859  -0.030
C5 3.4676 -0.0856 0.1817  -0.219
C6 3.8991 1.1400 -0.5791  -0.110
N1 2.7472 1.7111 -1.2576  0.105
C7 2.6204 1.6934 -2.5875  -0.472
O1 3.4887 1.3569 -3.3670  0.057
C8 1.2649 2.1713 -3.1346  -0.036
O2 0.3717 2.7435 -2.1820  0.025
C9 -0.6064 1.9733 -1.7200  -0.486
O3 -0.7842 0.8245 -2.0380  0.125
C10 -1.5827 2.7326 -0.8398  -0.216
C11 -1.0794 4.0219 -0.1742  -0.048
C12 -1.8052 4.0602 1.1968  -0.336
O4 -0.9232 4.0592 2.2827  -0.018
C13 -2.6987 2.8007 1.1640  -0.124
N2 -2.0387 1.8798 0.2517  -0.141
S1 -0.7470 1.0236 0.9505  0.753
O5 -0.8815 1.1027 2.3795  -0.265
O6 0.4927 1.5261 0.4097  -0.281
C14 -1.0073 -0.6549 0.4376  -0.264
C15 -0.0588 -1.3197 -0.3148  -0.058
C16 -0.2841 -2.6363 -0.6631  0.034
C17 -1.4538 -3.2793 -0.2715  -0.187
C18 -2.4300 -2.5757 0.4521  -0.182
C19 -2.1879 -1.2584 0.8174  0.040
O7 -3.6212 -3.1452 0.8040  -0.018
C20 -3.9023 -4.3357 0.0969  -0.143
C21 -2.6682 -5.2344 0.0779  -0.141
O8 -1.6102 -4.5925 -0.6034  -0.014
C22 2.8692 0.0417 1.4298  -0.047
C23 2.3635 -1.0663 2.0815  -0.041
H1 2.1412 -3.5223 3.2629  0.081
H2 2.2048 -4.4470 1.7549  0.077
H3 0.7791 -3.4793 2.1463  0.075
H4 3.1750 -3.4357 -0.1738  0.111
H5 4.0343 -1.4585 -1.3556  0.118
H6 4.6355 0.8961 -1.3481  0.122
H7 4.3120 1.8913 0.1013  0.127
H8 1.9364 1.8732 -0.6719  0.095
H9 0.7853 1.3087 -3.6120  0.139
H10 1.4554 2.9414 -3.8862  0.143
H11 -2.4600 2.9421 -1.4686  0.174
H12 -0.0046 3.9641 -0.0065  0.121
H13 -1.2931 4.8988 -0.7802  0.124
H14 -2.3985 4.9722 1.3090  0.147
H15 -0.5934 3.1599 2.4304  0.060
H16 -2.7874 2.3416 2.1465  0.124
H17 -3.6915 3.0219 0.7654  0.134
H18 0.8407 -0.8104 -0.6122  0.106
H19 0.4389 -3.1934 -1.2354  0.129
H20 -2.9232 -0.7189 1.3899  0.133
H21 -4.7356 -4.8126 0.6140  0.134
H22 -4.1929 -4.0973 -0.9348  0.141
H23 -2.8595 -6.1657 -0.4566  0.134
H24 -2.3657 -5.4560 1.1101  0.140
H25 2.7859 1.0161 1.8867  0.117
H26 1.8826 -0.9476 3.0415  0.119

Properties
LUMO energy = 0.484 eV
net charge = 0
2S+1 = 1
highest occupied orbital energy = -8.68 eV
structure (SMILES) = Cc1ccc(CNC(=O)COC(=O)[C@@H]2C[C@H](O)CN2S(=O)(=O)c2ccc3c(c2)OCCO3)cc1

Of them, i has the highest stability.

i:
This record from the Open Molecules 2025 dataset describes a structure of composition C6H15NO3. The level of theory is ωB97M-V with the def2-TZVPD basis set.

Last column: Löwdin charge in e.
Positions of all 25 atoms, in Å:
C1 -1.5420 1.2164 -2.3861  -0.075
N1 -1.4330 -0.0250 -1.6369  -0.098
C2 -0.2155 -0.8216 -1.7598  -0.453
O1 0.1620 -1.2182 -2.8762  0.058
C3 0.8292 -0.4101 -0.7316  -0.138
O2 0.2710 -0.4323 0.5547  -0.142
C4 0.8242 0.4806 1.5022  -0.464
C5 -0.1223 0.5016 2.6868  -0.047
C6 2.2440 0.0904 1.8858  -0.047
H1 -1.2558 1.0476 -3.4313  0.093
H2 -2.5787 1.5669 -2.3505  0.086
H3 -0.8873 1.9814 -1.9486  0.080
H4 -1.8037 0.0710 -0.6949  0.115
H5 1.6730 -1.1131 -0.8233  0.140
H6 1.1810 0.6024 -0.9924  0.142
H7 0.8377 1.4806 1.0313  0.143
H8 -0.1686 -0.4902 3.1596  0.090
H9 0.2262 1.2276 3.4330  0.085
H10 -1.1324 0.7892 2.3663  0.081
H11 2.2729 -0.9522 2.2345  0.094
H12 2.9373 0.2005 1.0408  0.079
H13 2.5997 0.7395 2.6973  0.085
H14 -2.1903 -1.4536 -1.3400  0.212
O3 -1.5085 -2.4886 -1.2710  -0.149
H15 -1.2200 -2.5906 -0.3497  0.032

Properties
LUMO energy = 0.660 eV
net charge = 0
2S+1 = 1
highest occupied orbital energy = -9.56 eV

ii:
This record from the Open Molecules 2025 dataset describes a cluster of 3 separate species, C6H15NO3 in total. The level of theory is ωB97M-V with the def2-TZVPD basis set.

Last column: Löwdin charge in e.
Positions of all 25 atoms, in Å:
N1 0.2792 0.6835 -3.6674  0.031
C1 0.4541 0.0543 -2.4426  -0.221
C2 -0.3201 0.2448 -1.3746  -0.117
C3 -0.2725 -0.6258 -0.1479  -0.216
C4 -0.5492 0.1852 1.1178  -0.213
C5 -2.0308 0.6390 1.2715  -0.141
C6 -2.1353 2.1284 1.1008  -0.283
O1 -3.1348 2.7934 1.0348  0.049
H1 1.0581 0.8589 -4.2832  0.077
H2 -0.2051 1.5740 -3.6398  0.085
H3 1.1958 -0.7349 -2.5062  0.103
H4 -0.9172 1.1522 -1.3446  0.102
H5 -0.8583 -1.5453 -0.1648  0.116
H6 0.7631 -0.9853 -0.0621  0.081
H7 -0.3887 -0.4879 1.9666  0.075
H8 0.1259 1.0286 1.2242  0.107
H9 -2.5828 0.2181 0.4127  0.124
H10 -2.6439 0.1640 2.0316  0.120
H11 -1.1607 2.6126 0.8882  0.116
O2 0.9727 -1.5407 3.4258  -0.041
H12 1.4651 -1.5372 4.2359  0.035
H13 1.3022 -1.9518 2.6355  0.026
O3 3.5628 -1.6646 -0.5144  -0.047
H14 2.9169 -1.3640 0.1239  0.007
H15 3.1036 -1.8996 -1.3217  0.023

Properties
LUMO energy = 0.423 eV
net charge = 0
2S+1 = 1
highest occupied orbital energy = -8.34 eV
structure (SMILES) = N/C=C/CCCC=O.O.O

Of them, ii has the highest stability.